1.
# Cl5NP2

An isolated molecule of Cl5NP2 in a non-equilibrium geometry (ωB97M-V/def2-TZVPD, OMol25).

Each line ends with the Mulliken charge.
Positions of all 8 atoms, in Å:
Cl 2.0291 -0.8947 -1.0182  -0.219
P 1.8762 -0.0453 0.8187  0.312
Cl 1.7313 1.8379 0.1648  -0.210
N 0.3283 -0.4108 1.2580  -0.363
P -1.0160 -0.1902 -0.0645  0.815
Cl -1.4022 -1.6416 -1.2902  -0.099
Cl -2.4794 -0.1123 1.2358  -0.152
Cl -1.0673 1.4570 -1.1045  -0.082

As for the HOMO-LUMO gap: 8.551 eV. As for the SMILES: ClP(Cl)N=P(Cl)(Cl)Cl. For the LUMO energy, the calculation gives -0.625 eV.

2.
# C8H18AlBrNiO2PS2

A structure of composition C8H18AlBrNiO2PS2 in a non-equilibrium geometry (ωB97M-V/def2-TZVPD, OMol25).

Each line ends with the Mulliken charge.
Positions of all 34 atoms, in Å:
C -0.2062 -3.6312 2.5054  -1.452
C -0.3514 -2.6492 1.3606  0.165
S -1.9140 -1.7567 1.5695  -0.110
C -2.0928 -0.7265 0.1120  -0.744
Al -0.3863 0.1972 -0.5878  -0.477
C 0.7923 -1.1473 -1.4861  -0.496
C 1.4589 -0.6033 -2.6898  0.108
O 1.0806 0.3303 -3.3572  -0.494
Br 3.1373 -1.4861 -3.1809  -0.148
C 0.3906 1.2054 0.9277  -0.913
C 1.4733 2.2296 0.5274  0.589
C 0.9126 3.6430 0.5195  -1.506
O 2.5259 2.2484 1.4875  -0.566
P -1.2770 1.7536 -2.2417  0.159
S -2.0203 0.7590 -3.8163  -0.074
H -1.1172 -4.1925 2.6644  0.388
H 0.5842 -4.3296 2.2605  0.393
H 0.0774 -3.1188 3.4145  0.355
H 0.4768 -1.9498 1.3498  0.109
H -0.3550 -3.1539 0.4015  0.261
H -2.7400 0.0951 0.4239  0.462
H -2.5672 -1.2807 -0.7261  0.536
H 0.2078 -2.0233 -1.7563  0.475
H 1.5425 -1.5043 -0.7895  0.572
H -0.4317 1.7469 1.3927  0.444
H 0.7480 0.5232 1.6930  0.645
H 1.9015 2.0127 -0.4524  0.097
H 1.4366 4.2718 -0.1914  0.341
H 1.0131 4.0685 1.5068  0.413
H -0.1343 3.6382 0.2285  0.328
H 2.8390 1.3566 1.6116  0.312
H -2.3756 2.3787 -1.6358  0.153
H -0.3906 2.7692 -2.6238  0.168
Ni -4.2390 -1.6741 -0.4215  0.508

The total charge is +1. As for the HOMO-LUMO gap (spin up / spin down): 6.572 / 5.739 eV. As for the spin multiplicity: 3. For the LUMO energy (spin up / spin down), the calculation gives -5.585 / -6.484 eV. The expectation value of S² is 2.007.

3.
# C4H9NO2

A structure of composition C4H9NO2 in a non-equilibrium geometry (ωB97M-V/def2-TZVPD, OMol25).

Each line ends with the Mulliken charge.
Positions of all 16 atoms, in Å:
C 1.0533 -0.1289 0.3465  0.506
C 1.4555 1.2930 0.1734  -0.995
C 1.9091 -1.2899 -0.0373  -1.343
C -2.8369 0.3778 0.0961  -0.454
N -0.6102 -0.4711 -0.4337  0.288
O -1.0546 -1.5823 -0.2367  -0.524
O -1.4781 0.6781 -0.2348  -0.268
H 0.5358 1.8208 -0.3332  0.275
H 1.7782 1.6114 1.1134  0.304
H 2.2409 1.5404 -0.4374  0.368
H 2.7529 -1.2201 0.4780  0.458
H 1.3929 -2.1742 0.1020  0.391
H 2.2619 -1.4170 -1.0393  0.349
H -3.2617 1.4102 -0.0439  0.188
H -3.1334 0.0029 1.1620  0.218
H -3.0055 -0.4512 -0.6750  0.237

As for the HOMO-LUMO gap (spin up / spin down): 8.693 / 7.623 eV. For the LUMO energy (spin up / spin down), the calculation gives 0.141 / -0.188 eV.

4.
# C11H20BrCl2IN

The ion C11H20BrCl2IN with charge +1 in a non-equilibrium geometry (ωB97M-V/def2-TZVPD, OMol25).

Each line ends with the Mulliken charge.
Positions of all 36 atoms, in Å:
C 3.9352 -1.2704 -0.0290  -0.797
C 3.9049 0.2641 0.5505  -0.213
Br 3.7869 0.2957 2.5865  -0.141
C 2.8234 1.2610 -0.1708  -0.836
C 1.2454 0.7143 -0.0759  0.242
C 0.5094 1.3781 1.2472  -0.592
C -1.0797 1.7152 1.0386  -0.892
C -1.8008 0.8118 -0.1715  0.487
C -2.3128 -0.5584 0.5260  -0.704
Cl -0.9735 -1.7265 1.1040  -0.130
C -3.5457 -1.3376 -0.2948  0.084
C -3.5002 -2.9684 -0.1412  -1.070
Cl -5.2025 -0.7972 0.4326  -0.178
C -0.8824 0.7403 -1.4925  -1.108
I -0.6785 -1.1551 -2.5310  0.232
N 0.5478 1.2856 -1.2879  -0.149
H 3.7334 -2.0179 0.8722  0.281
H 3.0856 -1.4399 -0.8475  0.209
H 4.9556 -1.5109 -0.5518  0.277
H 4.9824 0.7232 0.3186  0.437
H 2.9192 2.3792 0.2179  0.345
H 3.0910 1.3175 -1.3327  0.311
H 1.2700 -0.4549 -0.0793  0.079
H 1.0671 2.3928 1.4825  0.298
H 0.7050 0.6894 2.2027  0.296
H -1.2869 2.8407 0.7634  0.306
H -1.6090 1.5096 2.0830  0.348
H -2.7788 1.4410 -0.4458  0.448
H -2.8489 -0.2191 1.5408  0.463
H -3.5808 -1.0037 -1.4400  0.292
H -2.5105 -3.4767 -0.5187  0.270
H -4.3637 -3.3923 -0.8485  0.356
H -3.8172 -3.3220 0.9538  0.298
H -1.3523 1.5008 -2.2869  0.548
H 0.5137 2.3406 -1.1775  0.474
H 1.0480 1.0503 -2.1967  0.429

The total charge is +1. As for the HOMO-LUMO gap: 9.352 eV. As for the SMILES: C[C@H](Br)C[C@H]1CC[C@H]([C@H](Cl)[C@@H](C)Cl)[C@H](I)[NH2+]1. For the LUMO energy, the calculation gives -3.683 eV.

5.
# C35H33MnN4O3Te

A structure of composition C35H33MnN4O3Te in a non-equilibrium geometry (ωB97M-V/def2-TZVPD, OMol25).

Each line ends with the Mulliken charge.
Positions of all 77 atoms, in Å:
Mn -0.7348 0.5395 -1.6142  0.749
C 5.0031 -0.3067 2.3974  -1.718
C 3.9240 -0.1355 1.3560  -0.503
C 4.2264 -0.0946 -0.0054  -0.388
C 3.2662 0.0538 -0.9967  0.380
C 3.6491 0.1205 -2.4586  -0.088
O 2.9162 0.6386 -3.2667  -0.557
C 4.9494 -0.4824 -2.8913  0.646
C 5.6746 0.1826 -3.8764  -0.391
C 6.8724 -0.3438 -4.3325  -0.618
C 7.3386 -1.5503 -3.8245  -0.405
C 6.6033 -2.2330 -2.8651  -0.776
C 5.4156 -1.6969 -2.3919  -0.221
C 1.9372 0.2071 -0.5916  0.725
O 0.9751 0.3944 -1.4999  -0.604
C 1.5888 0.1558 0.7638  -0.015
C 2.6001 -0.0224 1.7188  -1.040
C 0.1910 0.2314 1.1769  1.593
N -0.7984 0.3154 0.3454  0.137
C -2.2167 0.3532 0.7789  -0.682
C -2.9476 -0.9378 0.4364  -1.094
Te -5.0426 -0.7624 0.8357  0.306
C -4.6862 -0.8486 2.9151  -0.143
C -4.5320 -2.0841 3.5395  -0.345
C -4.2534 -2.1393 4.9004  -0.551
C -4.1361 -0.9667 5.6366  -0.513
C -4.2939 0.2644 5.0144  -0.512
C -4.5695 0.3270 3.6529  -0.281
C -0.1033 0.2025 2.6393  -0.837
C -0.6228 -0.9365 3.2421  0.529
C -0.9222 -0.9216 4.5960  -0.939
C -0.7130 0.2315 5.3419  -0.420
C -0.1940 1.3693 4.7371  -1.015
C 0.1196 1.3563 3.3856  0.094
H 5.9906 -0.3355 1.9398  0.376
H 4.8625 -1.2343 2.9546  0.367
H 4.9874 0.5140 3.1157  0.372
H 5.2647 -0.1626 -0.3058  0.545
H 5.2880 1.1130 -4.2738  0.414
H 7.4395 0.1825 -5.0897  0.399
H 8.2734 -1.9635 -4.1816  0.401
H 6.9548 -3.1839 -2.4859  0.398
H 4.8351 -2.2430 -1.6570  0.473
H 2.3342 -0.0725 2.7675  0.526
H -2.6896 1.2065 0.2974  0.541
H -2.2567 0.5131 1.8513  0.585
H -2.5782 -1.7578 1.0521  0.286
H -2.8386 -1.2234 -0.6121  0.497
H -4.6379 -2.9992 2.9703  0.448
H -4.1444 -3.1008 5.3875  0.435
H -3.9343 -1.0141 6.7001  0.441
H -4.2130 1.1796 5.5886  0.420
H -4.7025 1.2880 3.1712  0.459
H -0.7923 -1.8358 2.6594  0.493
H -1.3236 -1.8104 5.0659  0.527
H -0.9540 0.2443 6.3974  0.460
H -0.0318 2.2698 5.3159  0.435
H 0.5312 2.2390 2.9085  0.573
N -2.6825 6.5459 -2.8854  -0.404
C -2.0428 5.6445 -2.5576  0.416
N -1.2761 4.6453 -2.1584  -0.488
C -1.2776 3.4626 -1.9037  0.678
N -1.1938 2.3085 -1.6078  -0.184
C -2.3065 -1.3185 -4.7432  -1.691
C -2.6169 -0.0629 -3.9478  1.401
C -4.0416 -0.0654 -3.4148  -1.449
C -2.3229 1.1957 -4.7508  -1.578
O -1.7330 -0.0886 -2.7942  -0.622
H -2.9375 -1.3438 -5.6317  0.432
H -2.5048 -2.2101 -4.1472  0.410
H -1.2611 -1.3268 -5.0540  0.385
H -4.7399 -0.0246 -4.2515  0.459
H -4.2137 0.8037 -2.7772  0.334
H -4.2415 -0.9749 -2.8446  0.351
H -2.8726 1.1655 -5.6903  0.460
H -1.2567 1.2649 -4.9742  0.410
H -2.6273 2.0855 -4.1982  0.308

The total charge is +1. As for the HOMO-LUMO gap (spin up / spin down): 5.395 / 5.997 eV. As for the spin multiplicity: 4. For the LUMO energy (spin up / spin down), the calculation gives -5.383 / -4.781 eV. The expectation value of S² is 3.838.

6.
# C15H25N2O4

The ion C15H25N2O4 with charge +1 in a non-equilibrium geometry (ωB97M-V/def2-TZVPD, OMol25).

Each line ends with the Mulliken charge.
Positions of all 46 atoms, in Å:
C -3.6887 -2.1378 -0.2663  -1.474
C -3.3145 -1.0306 -1.2436  -0.182
C -2.2990 -1.5236 -2.2767  -0.600
C -1.7899 -0.4114 -3.1881  -0.768
N -0.8236 0.4428 -2.4679  0.210
C -0.2778 1.5939 -3.2142  -0.696
C 1.0366 1.1212 -3.8664  -0.561
O 1.7588 0.3406 -2.9400  -0.487
C 2.5740 1.0660 -2.0294  -0.654
C 2.6851 0.2812 -0.7260  -0.950
O 1.4183 0.3375 -0.0862  -0.114
C 1.3131 -0.0084 1.2162  1.248
C 2.3431 -0.5877 1.9573  -0.553
C 2.1685 -0.9216 3.2849  -0.872
C 0.9576 -0.7056 3.9473  0.594
C 0.8004 -1.0714 5.3853  -1.527
C -0.0740 -0.1474 3.2218  -0.649
C 0.0833 0.2034 1.8770  -0.258
N -1.0403 0.7631 1.2241  1.112
O -0.9111 1.1709 0.0663  -0.804
O -2.0993 0.8108 1.8047  -0.615
H -4.1305 -2.9803 -0.7917  0.390
H -2.8112 -2.4913 0.2714  0.334
H -4.4071 -1.7704 0.4603  0.380
H -4.2127 -0.6867 -1.7586  0.269
H -2.9191 -0.1843 -0.6801  0.280
H -2.7726 -2.2884 -2.8928  0.440
H -1.4525 -1.9958 -1.7719  0.281
H -1.2957 -0.8307 -4.0663  0.393
H -2.6250 0.2106 -3.5173  0.452
H -1.2159 0.7538 -1.5534  0.251
H 0.0269 -0.1047 -2.2168  0.369
H -0.9846 1.9463 -3.9637  0.401
H -0.0833 2.3993 -2.5046  0.358
H 0.8278 0.4575 -4.7091  0.397
H 1.6192 1.9716 -4.2295  0.406
H 3.5737 1.2004 -2.4579  0.458
H 2.1401 2.0474 -1.8147  0.335
H 2.9561 -0.7586 -0.9417  0.412
H 3.4558 0.7440 -0.1020  0.598
H 3.2940 -0.7892 1.4925  0.408
H 2.9919 -1.3651 3.8240  0.443
H 1.0184 -2.1276 5.5329  0.365
H -0.2082 -0.8697 5.7324  0.344
H 1.5001 -0.5032 5.9959  0.351
H -1.0349 0.0379 3.6785  0.483

The total charge is +1. As for the HOMO-LUMO gap: 8.246 eV. As for the SMILES: CCCC[NH2+]CCOCCOc1ccc(C)cc1[N+](=O)[O-]. For the LUMO energy, the calculation gives -3.611 eV.